1.
A cluster of 2 separate species, C2H7NS in total at a distorted geometry. Source: the Open Molecules 2025 dataset; level of theory: ωB97M-V/def2-TZVPD.

Each line ends with the natural charge from an NBO analysis.
Atoms and positions in Å:
S -0.981 -1.506 2.040  -1.07
H -0.840 -2.584 1.252  0.09
C 0.861 0.671 -1.650  -0.35
C 1.183 1.788 -2.426  -0.77
N 0.162 0.918 -0.342  -0.69
H 1.007 -0.386 -1.740  0.19
H 1.601 1.716 -3.423  0.19
H 0.848 2.779 -2.158  0.15
H 0.570 0.337 0.396  0.45
H 0.341 1.882 -0.052  0.39
H -0.808 0.651 -0.397  0.43

Properties
E_HOMO (spin up / spin down), eV: -0.61 / -3.29
Energy relative to the best compared isomer or geometry (same formula, charge and spin), eV: 1.3832
Multiplicity: 2
Charge: -1
⟨S²⟩: 0.7532


2.
A structure of composition C16H20Cl3N2ORuSi. Source: the Open Molecules 2025 dataset; level of theory: ωB97M-V/def2-TZVPD.

Each line ends with the natural charge from an NBO analysis.
Atoms and positions in Å:
Ru 0.685 -0.713 0.871  0.35
O -0.234 1.140 0.129  -0.71
C 0.404 2.393 -0.190  -0.07
C 1.206 2.926 0.981  -0.43
C 2.148 1.877 1.581  -0.43
C 2.971 1.217 0.520  0.23
C 4.206 1.707 0.138  -0.24
C 4.888 1.115 -0.912  -0.12
C 4.310 0.036 -1.554  -0.24
C 3.081 -0.418 -1.111  0.08
N 2.421 0.155 -0.099  -0.48
H -1.057 1.283 0.605  0.51
H -0.364 3.093 -0.514  0.21
H 1.045 2.175 -1.041  0.20
H 0.547 3.320 1.758  0.23
H 1.803 3.767 0.619  0.24
H 1.594 1.112 2.144  0.20
H 2.799 2.352 2.314  0.25
H 4.628 2.551 0.668  0.24
H 5.855 1.489 -1.221  0.24
H 4.799 -0.461 -2.378  0.25
H 2.606 -1.271 -1.572  0.23
Cl -1.592 -3.495 -0.255  -0.34
Si 0.109 -2.407 -0.583  1.19
Cl 1.595 -3.808 -0.903  -0.37
Cl -0.132 -1.413 -2.375  -0.36
C 2.735 -3.568 2.588  -0.65
C 1.386 -3.793 3.188  0.08
C 1.151 -4.862 4.034  -0.23
C -0.096 -5.023 4.624  -0.10
C -1.139 -4.133 4.405  -0.23
C -0.969 -3.058 3.553  0.07
C -2.070 -2.075 3.317  -0.65
C 0.300 -2.916 2.930  0.06
N 0.461 -1.930 2.014  -0.29
H 3.269 -4.511 2.487  0.24
H 3.320 -2.924 3.250  0.24
H 2.677 -3.084 1.618  0.24
H 1.944 -5.569 4.236  0.23
H -0.257 -5.864 5.287  0.23
H -2.089 -4.281 4.902  0.23
H -2.941 -2.336 3.914  0.23
H -2.353 -2.072 2.265  0.24
H -1.760 -1.064 3.576  0.23

Properties
E_HOMO (spin up / spin down), eV: -11.51 / -11.51
Energy relative to the best compared isomer or geometry (same formula, charge and spin), eV: 0.0000
Multiplicity: 1
Charge: +1


3.
A cluster of 4 separate species, C5H20N2O4 in total at a distorted geometry. Source: the Open Molecules 2025 dataset; level of theory: ωB97M-V/def2-TZVPD.

Each line ends with the natural charge from an NBO analysis.
Atoms and positions in Å:
C 0.057 -2.772 -0.497  -0.64
C 0.626 -1.413 -0.054  0.06
O 2.059 -1.443 -0.184  -0.76
C 0.236 -1.127 1.409  -0.24
N -0.754 -0.022 1.520  -0.66
C -0.179 1.294 1.397  -0.25
C -0.710 2.343 0.407  -0.23
N 0.102 2.364 -0.828  -0.87
H -0.355 -3.399 0.293  0.21
H 0.901 -3.385 -0.825  0.21
H -0.654 -2.656 -1.305  0.24
H 0.327 -0.624 -0.729  0.19
H 2.468 -2.254 0.124  0.48
H 1.015 -0.868 2.114  0.21
H -0.363 -1.934 1.823  0.20
H -1.535 -0.217 0.903  0.38
H -0.158 1.779 2.378  0.17
H 0.903 1.243 1.270  0.20
H -0.755 3.278 0.940  0.18
H -1.648 1.929 0.057  0.17
H -0.100 3.143 -1.437  0.36
H 1.077 2.369 -0.554  0.38
O 3.048 1.219 0.185  -0.97
H 2.662 0.377 -0.107  0.50
H 3.898 0.954 0.523  0.47
O -3.061 -0.706 -0.136  -0.97
H -3.422 -0.608 0.745  0.49
H -3.600 -0.393 -0.858  0.50
O -1.329 0.199 -2.523  -0.94
H -0.396 0.174 -2.589  0.47
H -1.494 0.574 -1.653  0.47

Properties
E_HOMO, eV: -8.24
Energy relative to the best compared isomer or geometry (same formula, charge and spin), eV: 1.5035
Multiplicity: 1
Structure (SMILES): C[C@H](O)CNCCN.O.O.O
Charge: 0


4.
A cluster of 2 separate species, CH4F4NP2 in total at a distorted geometry. Source: the Open Molecules 2025 dataset; level of theory: ωB97M-V/def2-TZVPD.

Each line ends with the natural charge from an NBO analysis.
Atoms and positions in Å:
C -1.329 -0.529 -0.783  -0.72
N 0.666 -0.308 0.207  -0.87
F -2.814 0.895 0.823  -0.54
F -2.177 -1.145 1.496  -0.54
F -0.391 -2.978 -0.289  -0.55
F 0.428 -1.984 -2.095  -0.56
P -2.837 -0.551 0.210  1.61
P -1.038 -2.185 -1.500  1.56
H -0.938 0.325 -1.485  0.32
H 0.832 0.664 0.032  0.42
H 0.675 -0.598 1.213  0.43
H 1.416 -0.982 -0.078  0.44

Properties
E_HOMO, eV: -15.12
Energy relative to the best compared isomer or geometry (same formula, charge and spin), eV: 1.5090
Multiplicity: 1
Charge: +1


5.
An isolated molecule of C4H4O at a distorted geometry. Source: the Open Molecules 2025 dataset; level of theory: ωB97M-V/def2-TZVPD.

Each line ends with the natural charge from an NBO analysis.
Atoms and positions in Å:
C 0.112 0.965 0.314  -0.27
C -1.101 0.182 0.142  -0.50
C -0.640 -0.952 -0.501  0.17
O 0.698 -0.921 -0.668  -0.39
C 1.155 0.229 -0.099  0.06
H 0.081 1.937 0.792  0.23
H -1.023 0.198 1.253  0.29
H -1.106 -1.823 -0.951  0.20
H 2.221 0.343 -0.036  0.21

Properties
E_HOMO, eV: -8.85
Energy relative to the best compared isomer or geometry (same formula, charge and spin), eV: 2.6512
Multiplicity: 1
Structure (SMILES): c1ccoc1
Charge: 0


6.
A cluster of 2 separate species, H2N2O3S2 in total at a distorted geometry. Source: the Open Molecules 2025 dataset; level of theory: ωB97M-V/def2-TZVPD.

Each line ends with the natural charge from an NBO analysis.
Atoms and positions in Å:
N -2.226 -1.192 0.722  -1.00
N 2.592 1.027 -0.572  -0.95
O -1.712 0.931 -0.501  -0.84
O -0.198 -0.998 -0.844  -0.88
O 0.581 0.904 0.964  -0.92
S -1.258 -0.357 -0.110  2.31
S 1.808 1.617 0.563  1.48
H -1.892 -2.133 0.859  0.39
H 2.304 0.202 -1.081  0.41

Properties
E_HOMO, eV: -11.29
Energy relative to the best compared isomer or geometry (same formula, charge and spin), eV: 0.2412
Multiplicity: 1
Charge: 0


7.
A structure of composition C17H39BF2N8O14P2S2 at a distorted geometry. Source: the Open Molecules 2025 dataset; level of theory: ωB97M-V/def2-TZVPD.

Each line ends with the Mulliken charge.
Atoms and positions in Å:
C -3.786 -2.140 1.926  -1.35
C -2.633 -1.281 2.475  -0.04
O -1.503 -1.424 1.632  -0.12
C -0.431 -0.569 1.988  -2.41
C 0.453 -0.407 0.740  0.23
B 0.905 -1.900 0.337  1.85
O 0.750 -2.249 -0.961  -0.83
O 1.403 -2.752 1.276  -0.77
C 0.576 -3.922 1.447  -0.27
C 0.524 -4.375 2.922  -1.31
N -0.244 0.239 -0.411  0.38
C -0.786 1.387 -0.020  -0.80
N -2.071 1.628 -0.010  0.83
C -3.026 0.612 -0.464  -1.45
C -3.259 0.630 -2.025  0.86
N -4.659 0.296 -2.328  -0.64
N -2.441 -0.358 -2.753  -0.68
N -2.909 1.918 -2.616  -0.57
P -2.706 3.201 0.593  -0.01
N -3.815 2.673 1.796  -0.69
O -3.590 3.904 -0.596  -0.52
N 0.063 2.395 0.463  1.05
C 0.454 3.323 -0.567  -1.25
O 1.488 2.850 -1.424  -0.24
C 2.176 3.839 -2.097  0.59
C 2.861 5.001 -1.395  -0.94
O 2.273 3.744 -3.241  -0.47
C 1.138 1.911 1.375  -1.12
C 2.239 2.956 1.613  -0.67
P 3.347 2.439 2.971  0.68
O 2.682 1.571 3.911  -0.66
O 3.795 3.809 3.745  -0.60
O 4.697 1.826 2.332  -0.47
C 1.671 0.495 1.045  -0.03
C 2.751 0.433 -0.031  -0.88
C 3.923 -0.474 0.352  -0.47
O 3.929 -1.179 1.285  -0.35
H -4.724 -1.582 1.880  0.36
H -3.958 -3.013 2.556  0.34
H -3.563 -2.508 0.921  0.32
H -2.363 -1.659 3.468  0.57
H -2.979 -0.238 2.515  -0.07
H -0.739 0.371 2.470  0.55
H 0.189 -1.101 2.724  0.72
H 1.518 -2.824 -1.161  0.33
H -0.452 -3.785 1.104  0.02
H 1.045 -4.729 0.879  0.65
H 0.814 -3.565 3.596  0.29
H -0.500 -4.661 3.177  0.32
H 1.175 -5.236 3.060  0.35
H -0.865 -0.380 -0.921  0.41
H -3.992 0.822 0.007  1.14
H -2.753 -0.412 -0.205  -0.13
H -5.274 0.455 -1.538  0.27
H -4.993 0.854 -3.102  0.29
H -2.310 -1.212 -2.215  0.30
H -1.509 0.058 -2.824  0.35
H -2.656 1.798 -3.592  0.27
H -3.698 2.554 -2.603  0.24
H -3.655 1.675 1.943  0.29
H -3.527 3.119 2.663  0.36
H -3.022 4.616 -0.925  0.37
H -0.431 3.481 -1.204  0.58
H 0.656 4.302 -0.130  0.48
H 2.873 5.820 -2.109  0.34
H 3.877 4.770 -1.071  0.26
H 2.326 5.380 -0.518  0.33
H 0.681 1.812 2.364  0.52
H 2.821 3.180 0.716  -0.02
H 1.751 3.876 1.949  0.64
H 4.561 4.157 3.260  0.32
H 5.334 2.517 2.102  0.34
H 2.078 0.100 1.985  1.36
H 2.384 0.038 -0.989  0.44
H 3.200 1.396 -0.285  0.34
H 4.814 -0.436 -0.313  0.38
N 1.307 -5.292 -4.734  -0.45
S 2.264 -5.507 -3.499  1.04
O 2.344 -6.828 -2.970  -0.59
O 2.341 -4.429 -2.558  -0.52
F 3.660 -5.383 -4.253  -0.28
S -0.219 -5.422 -4.362  1.09
O -1.050 -5.551 -5.512  -0.64
O -0.702 -4.572 -3.316  -0.44
F -0.316 -6.874 -3.717  -0.28

Properties
E_HOMO, eV: -8.47
Multiplicity: 1
Charge: 0


8.
A structure of composition C28H51AsAuNP2SSi3 at a distorted geometry. Source: the Open Molecules 2025 dataset; level of theory: ωB97M-V/def2-TZVPD.

Each line ends with the Mulliken charge.
Atoms and positions in Å:
Au -0.147 1.337 -0.204  0.32
S 4.261 3.194 -0.507  -0.37
C 4.649 1.508 -0.588  1.11
C 5.904 0.924 -0.664  -0.66
C 5.974 -0.448 -0.788  -0.86
C 4.811 -1.218 -0.837  -1.41
C 3.564 -0.640 -0.744  -0.72
C 3.463 0.742 -0.616  -1.70
N 2.316 1.487 -0.563  0.34
C 2.573 2.764 -0.527  0.26
C 1.557 3.777 -0.602  1.06
C 1.907 5.134 -0.622  -0.96
C 0.945 6.105 -0.798  -1.06
C -0.373 5.733 -0.994  -0.91
C -0.727 4.385 -0.972  -0.32
C 0.220 3.418 -0.736  0.57
H 6.793 1.535 -0.646  0.46
H 6.935 -0.930 -0.856  0.45
H 4.900 -2.288 -0.957  0.50
H 2.656 -1.228 -0.779  2.05
H 2.943 5.407 -0.501  0.51
H 1.217 7.150 -0.800  0.44
H -1.143 6.473 -1.153  0.48
H -1.760 4.140 -1.150  0.30
C -4.566 0.899 0.262  -1.36
P -2.879 1.518 -0.168  1.11
C -3.352 2.366 -1.735  -1.64
C -2.820 2.842 1.131  -1.07
C -2.357 2.261 2.462  -1.35
P -0.578 1.754 2.415  0.83
C 0.252 3.372 2.650  -1.21
C -0.401 1.054 4.112  -1.52
H -5.278 1.679 -0.007  0.53
H -4.641 0.696 1.330  0.41
H -4.794 -0.006 -0.292  0.25
H -3.914 3.277 -1.524  0.48
H -3.999 1.680 -2.283  0.53
H -2.493 2.589 -2.362  0.39
H -3.823 3.268 1.229  0.70
H -2.139 3.637 0.838  0.27
H -2.953 1.388 2.741  0.37
H -2.476 3.004 3.255  0.76
H 0.011 3.788 3.628  0.47
H -0.053 4.068 1.872  0.36
H 1.330 3.233 2.577  0.37
H -0.691 1.796 4.856  0.50
H 0.638 0.770 4.273  0.43
H -1.030 0.173 4.219  0.41
C 1.283 -4.676 1.019  -1.00
Si 1.159 -2.824 1.453  0.33
C 0.036 -2.497 2.958  -0.33
C 2.886 -2.125 1.851  -1.08
As -0.069 -1.701 -0.428  0.38
Si 0.602 -2.231 -2.778  0.41
C 2.012 -1.121 -3.420  -1.02
C -0.935 -1.977 -3.866  -1.03
C 1.079 -4.073 -2.646  -1.02
Si -2.341 -2.548 -0.062  0.18
C -2.994 -1.776 1.558  -0.38
C -2.292 -4.452 0.064  -1.15
C -3.426 -2.045 -1.545  -1.20
H 1.804 -5.197 1.818  0.42
H 1.842 -4.856 0.107  0.29
H 0.309 -5.142 0.915  0.25
H 0.626 -2.475 3.869  0.50
H -0.712 -3.273 3.081  0.41
H -0.470 -1.538 2.873  -0.58
H 3.160 -2.414 2.861  0.51
H 2.923 -1.040 1.797  0.30
H 3.652 -2.526 1.193  0.22
H 1.945 -0.103 -3.043  0.18
H 1.963 -1.071 -4.505  0.50
H 2.993 -1.508 -3.165  0.37
H -1.405 -1.011 -3.698  0.27
H -1.677 -2.751 -3.705  0.27
H -0.655 -2.018 -4.915  0.45
H 1.999 -4.214 -2.087  0.26
H 1.234 -4.497 -3.632  0.46
H 0.296 -4.652 -2.165  0.25
H -2.682 -2.331 2.434  0.54
H -4.079 -1.759 1.576  0.47
H -2.639 -0.752 1.663  -0.48
H -1.960 -4.791 1.039  0.34
H -1.643 -4.890 -0.689  0.28
H -3.285 -4.866 -0.093  0.46
H -3.171 -1.055 -1.918  0.19
H -4.478 -2.043 -1.276  0.49
H -3.326 -2.749 -2.365  0.44

Properties
E_HOMO (spin up / spin down), eV: -13.53 / -13.53
Energy relative to the best compared isomer or geometry (same formula, charge and spin), eV: 3.5223
Multiplicity: 1
Charge: +2


9.
A structure of composition C37H39FI2N8O7Sc. Source: the Open Molecules 2025 dataset; level of theory: ωB97M-V/def2-TZVPD.

Each line ends with the Mulliken charge.
Atoms and positions in Å:
Sc -0.122 -0.389 -2.158  -0.43
C -4.240 0.645 -0.360  -1.90
C -2.879 0.118 -0.684  0.46
N -2.112 0.646 -1.563  1.08
O -2.619 1.731 -2.244  -0.64
C -2.317 -1.049 0.000  0.14
C -2.879 -1.611 1.266  -2.13
N -1.218 -1.488 -0.547  1.70
O -0.493 -2.407 -0.020  -0.93
H -4.726 1.021 -1.258  0.48
H -4.167 1.478 0.343  0.33
H -4.855 -0.128 0.096  0.43
H -1.835 2.029 -2.741  0.48
H -3.117 -0.828 1.990  0.40
H -2.136 -2.283 1.694  0.41
H -3.796 -2.185 1.104  0.39
I 1.383 -0.248 -7.112  0.02
C -0.269 -1.280 -6.402  -0.37
C -0.981 -2.109 -7.297  -0.22
C -2.090 -2.803 -6.909  -0.21
I -3.036 -4.047 -8.283  0.08
C -2.579 -2.671 -5.577  0.62
C -3.735 -3.297 -5.067  -0.78
C -4.102 -3.078 -3.769  -1.45
C -3.300 -2.249 -2.963  -0.06
N -2.210 -1.665 -3.395  0.47
C -1.856 -1.853 -4.688  0.02
C -0.660 -1.158 -5.085  0.14
O -0.027 -0.487 -4.180  -0.08
H -0.620 -2.192 -8.313  0.35
H -4.322 -3.937 -5.711  0.21
H -4.989 -3.534 -3.352  0.45
H -3.562 -2.086 -1.924  0.31
C 3.673 -1.829 -0.734  -1.53
C 2.877 -1.656 -1.995  0.94
O 2.026 -0.761 -2.082  -0.50
N 3.119 -2.501 -2.995  -0.04
C 2.304 -2.530 -4.198  -0.64
C 1.118 -3.441 -4.009  0.94
C 0.830 -4.455 -4.911  -1.08
C -0.246 -5.291 -4.651  -0.45
C -0.960 -5.109 -3.481  -0.97
C -0.604 -4.063 -2.642  -0.45
N 0.388 -3.219 -2.913  0.48
H 3.632 -0.902 -0.170  0.25
H 4.708 -2.109 -0.927  0.47
H 3.200 -2.617 -0.146  0.32
H 3.797 -3.230 -2.843  0.24
H 2.920 -2.852 -5.037  0.38
H 1.971 -1.510 -4.393  -0.09
H 1.438 -4.580 -5.797  0.41
H -0.506 -6.080 -5.345  0.46
H -1.788 -5.752 -3.218  0.48
H -1.127 -3.871 -1.713  0.59
C 3.150 5.436 2.279  -1.04
C 1.667 5.340 1.969  -1.02
N 1.285 4.023 1.454  0.20
C 1.158 3.855 0.118  -0.01
C 0.867 2.682 -0.508  -0.21
C 0.683 2.716 -2.017  -0.12
O 0.958 3.747 -2.603  -0.78
O 0.124 1.677 -2.525  -0.31
C 0.718 1.505 0.279  0.69
O 0.506 0.363 -0.150  0.13
C 0.832 1.685 1.732  1.04
C 0.618 0.569 2.547  -0.58
C 0.685 0.719 3.900  0.23
F 0.428 -0.335 4.709  -0.37
C 0.993 1.948 4.496  -1.53
C 1.210 3.049 3.692  -0.97
C 1.112 2.936 2.295  0.61
N 1.062 2.113 5.915  0.39
C -0.162 2.584 6.534  -0.47
C 0.156 3.186 7.889  -0.77
N 0.865 2.150 8.726  -0.16
C 2.099 1.620 8.036  -0.94
C 1.681 1.058 6.692  -0.55
H 3.390 6.428 2.662  0.39
H 3.741 5.269 1.379  0.34
H 3.458 4.700 3.022  0.31
H 1.387 6.063 1.205  0.48
H 1.050 5.565 2.841  0.40
H 1.301 4.736 -0.497  0.56
H 0.377 -0.381 2.084  0.67
H 1.477 3.980 4.169  0.49
H -0.906 1.776 6.651  0.27
H -0.620 3.351 5.912  0.46
H -0.736 3.491 8.434  0.41
H 0.846 4.023 7.799  0.35
H 0.225 1.371 8.900  0.40
H 1.108 2.539 9.637  0.35
H 2.533 0.866 8.689  0.42
H 2.777 2.465 7.930  0.36
H 1.023 0.192 6.849  0.43
H 2.568 0.690 6.176  0.48

Properties
E_HOMO, eV: -8.54
Energy relative to the best compared isomer or geometry (same formula, charge and spin), eV: 0.1922
Multiplicity: 1
Charge: +1


- Among the records above, which one has the lowest charge?
  C2H7NS


- Which of these has the highest charge?
  C28H51AsAuNP2SSi3


What did the first record say?
A cluster of 2 separate species, C2H7NS in total at a distorted geometry. Source: the Open Molecules 2025 dataset; level of theory: ωB97M-V/def2-TZVPD.

Each line ends with the natural charge from an NBO analysis.
Atoms and positions in Å:
S -0.981 -1.506 2.040  -1.07
H -0.840 -2.584 1.252  0.09
C 0.861 0.671 -1.650  -0.35
C 1.183 1.788 -2.426  -0.77
N 0.162 0.918 -0.342  -0.69
H 1.007 -0.386 -1.740  0.19
H 1.601 1.716 -3.423  0.19
H 0.848 2.779 -2.158  0.15
H 0.570 0.337 0.396  0.45
H 0.341 1.882 -0.052  0.39
H -0.808 0.651 -0.397  0.43

Properties
E_HOMO (spin up / spin down), eV: -0.61 / -3.29
Energy relative to the best compared isomer or geometry (same formula, charge and spin), eV: 1.3832
Multiplicity: 2
Charge: -1
⟨S²⟩: 0.7532